13
Properties=species:S:1:pos:R:3:forces:R:3:mulliken_charge:R:1 method="wB97M-V/def2-TZVPD" e_tot_ev=-10500.1534 smiles="C/C(=C/F)C(N)=O" lumo_energy_ha=0.0299 homo_lumo_gap_ha=0.4021 largest_force_ev_per_a=2.71 e_homo_ev=-10.13 spin_multiplicity=1 e_above_lowest_ev=0.0000
C -0.07553 -1.52616 0.91559 0.0 0.7 -0.5 -1.153
C -0.14523 -0.30263 -0.05629 -0.2 -2.6 0.7 0.493
C -0.85026 -0.45992 -1.16778 0.7 1.0 -0.4 -0.187
F -0.91730 0.55207 -2.10946 -0.3 -0.9 0.5 -0.284
C 0.58116 0.88578 0.43663 0.3 0.7 0.3 0.373
N 0.54762 1.99066 -0.33517 0.2 0.4 0.1 -0.331
O 1.16569 0.90030 1.51367 -0.4 -0.4 -0.4 -0.629
H -0.51323 -1.15574 1.85129 0.3 -0.6 -0.1 0.252
H 0.94576 -1.89409 1.07887 -0.1 0.7 0.1 0.274
H -0.57343 -2.43365 0.55011 -0.4 0.6 -0.1 0.379
H -1.35373 -1.36970 -1.47798 0.0 0.3 0.0 0.376
H 1.02620 2.78265 0.05727 0.0 0.1 -0.2 0.216
H 0.16228 2.03042 -1.25675 -0.1 -0.1 -0.1 0.220